Entry 1:
ORCA calculation (wB97M-V/def2-TZVPD) on a molecular structure, C25H44OP2Tc in a non-equilibrium geometry.

Results
**Net charge**: +2
**E**: -1816.8577 Eh
**Spin multiplicity**: 4
**Frontier orbital gap (spin up / spin down)**: 0.21633 / 0.15508 hartree

XYZ file:
```
73
Properties=species:S:1:pos:R:3:forces:R:3
Tc -0.319 0.056 0.694 1.142 0.244 0.784
C -0.982 -1.574 2.510 1.331 -0.607 -0.954
C 0.318 -1.730 1.863 -1.011 0.871 0.963
C 0.587 -0.495 3.824 -0.269 -0.090 -0.628
C -0.783 -0.825 3.709 0.708 0.268 -0.184
C 1.283 -0.992 2.713 -0.925 -0.879 0.603
C -2.232 -2.335 2.244 -0.542 -0.215 0.044
H -2.165 -2.972 1.358 -0.014 0.142 0.309
H -3.085 -1.648 2.120 0.166 -0.323 0.051
H -2.463 -2.984 3.104 0.052 0.133 -0.265
C -1.796 -0.559 4.754 -0.467 0.069 -0.036
H -2.763 -0.997 4.498 0.083 0.086 0.056
H -1.944 0.515 4.911 0.023 -0.053 0.030
H -1.484 -0.979 5.714 0.043 0.034 -0.054
C 1.194 0.132 5.009 0.241 0.651 0.911
H 1.581 -0.629 5.710 -0.112 0.219 -0.265
H 0.463 0.734 5.576 0.315 -0.225 -0.250
H 2.036 0.789 4.756 -0.145 -0.146 0.039
C 2.756 -1.102 2.648 0.750 0.267 -0.346
H 3.130 -1.801 3.419 -0.214 0.238 -0.252
H 3.235 -0.123 2.846 -0.137 -0.451 -0.058
H 3.109 -1.464 1.667 -0.174 0.073 0.531
C 0.738 -2.822 0.927 0.020 -0.177 -0.174
H 1.256 -3.594 1.511 -0.050 -0.008 -0.204
H 1.435 -2.479 0.147 -0.168 -0.114 0.251
H -0.113 -3.298 0.428 0.235 0.067 0.192
C -1.291 1.422 -2.733 -0.618 -0.617 -1.044
C -1.624 0.108 -2.991 -1.525 1.891 -1.465
C -1.075 -0.617 -4.228 -0.404 -0.158 0.488
C 0.435 -0.520 -4.509 -0.436 -0.273 -0.616
C 1.289 -0.172 -3.358 1.283 -0.157 -0.592
C 1.778 1.096 -3.103 -0.575 0.341 -1.139
C 1.026 2.363 -3.455 0.832 -0.004 -0.077
C -0.487 2.270 -3.685 0.307 0.012 0.052
H -1.605 -0.302 -5.135 -0.160 0.189 0.263
H 0.618 0.194 -5.326 -0.072 -0.160 0.301
H -1.348 -1.659 -4.134 0.034 -0.402 0.047
H -0.647 1.917 -4.703 -0.208 -0.033 -0.023
H -1.714 1.957 -1.888 -0.189 -0.047 -0.074
H -2.698 -0.183 -2.847 1.031 0.268 0.288
H -0.887 3.296 -3.628 0.119 -0.393 -0.024
H 1.230 3.129 -2.685 0.048 -0.377 -0.298
H 2.813 1.232 -2.790 -0.407 -0.143 0.322
H 1.513 2.739 -4.377 -0.140 0.097 0.303
H 0.763 -1.516 -4.875 -0.078 0.669 0.185
H 1.721 -1.037 -2.869 0.681 0.261 -0.332
P -2.065 -0.349 -0.594 -0.906 -0.188 2.056
C -3.633 0.598 -0.448 1.108 -0.481 -1.085
C -2.300 -2.081 -1.122 -0.325 0.297 -0.635
P 2.068 0.567 -0.172 -1.574 -0.164 0.959
C 0.588 0.193 -1.079 0.903 1.734 -0.477
C 3.336 -0.548 -0.825 0.799 0.622 0.328
C 2.478 2.354 -0.337 0.733 -0.763 0.073
H -3.366 1.609 -0.159 -0.021 0.071 0.105
H -4.273 0.130 0.278 -0.380 -0.209 0.178
H -4.039 0.598 -1.453 -0.779 0.181 -0.001
H -1.905 -2.068 -2.139 -0.319 -0.617 0.053
H -3.369 -2.329 -1.126 0.241 -0.083 -0.106
H -1.737 -2.817 -0.554 -0.144 0.289 0.095
H 2.737 2.652 -1.350 0.144 0.144 0.207
H 3.369 2.406 0.302 -0.117 0.485 -0.154
H 1.692 2.999 0.066 0.090 -0.325 -0.040
H 0.246 1.116 -1.603 -0.366 -0.927 0.659
H 0.394 -0.753 -1.593 0.063 0.164 0.071
H 4.055 -0.576 -0.002 0.348 -0.448 -0.450
H 3.812 -0.093 -1.703 0.066 -0.382 0.197
H 2.955 -1.553 -1.057 0.115 0.435 0.230
C -0.566 2.540 2.349 0.086 -0.148 0.282
C -0.690 2.085 0.921 -0.720 0.070 -1.837
O -0.974 2.840 -0.022 0.646 -1.277 1.694
H -0.750 1.694 3.024 0.134 0.352 -0.087
H -1.310 3.316 2.524 0.089 0.159 0.056
H 0.449 2.927 2.531 -0.321 -0.032 -0.029
```
Forces are in eV/Å.

Results of the Mulliken charge analysis, in e, for atoms 1 through 5: -1.22 1.13 0.56 0.48 0.52

***

Entry 2:
ORCA calculation (wB97M-V/def2-TZVPD) on a molecular structure, C25H45BBiClF4P in a non-equilibrium geometry.

Results
**Net charge**: -1
**E**: -2420.0752 Eh
**Spin multiplicity**: 1
**Frontier orbital gap (spin up / spin down)**: 0.15545 / 0.15539 hartree

XYZ file:
```
78
Properties=species:S:1:pos:R:3:forces:R:3
Bi -4.652 -1.768 3.011 0.110 0.000 0.008
P 0.010 -0.543 -0.290 0.793 -0.776 1.857
Cl -3.272 -3.251 1.519 0.177 -0.168 0.001
C -0.062 -0.311 1.586 -5.828 1.111 -1.944
H -0.659 0.641 1.610 -0.092 -0.046 0.071
H -0.806 -1.053 2.023 0.341 0.420 -0.868
C -1.364 0.181 -1.263 -0.017 -0.176 0.090
C -0.069 -2.357 -0.338 -0.317 -0.082 -0.645
C -1.072 0.298 -2.770 0.110 -0.095 -0.337
H -2.178 -0.553 -1.116 0.096 0.223 0.051
C -2.332 0.676 -3.559 -0.138 -0.043 0.168
H -0.332 1.097 -2.926 -0.074 -0.222 0.087
H -0.645 -0.623 -3.189 -0.118 0.192 0.143
C -3.016 1.925 -2.989 0.074 0.114 0.023
H -2.062 0.851 -4.606 -0.023 -0.050 0.089
H -3.033 -0.169 -3.557 0.046 0.053 0.092
C -3.166 1.879 -1.467 0.105 -0.119 0.057
H -2.409 2.801 -3.249 -0.040 -0.029 -0.006
H -3.996 2.064 -3.458 0.110 0.005 -0.011
C -1.835 1.554 -0.775 -0.246 0.169 0.199
H -3.561 2.827 -1.087 0.036 -0.095 -0.093
H -3.889 1.099 -1.191 0.048 0.117 0.029
H -1.073 2.305 -1.037 -0.225 -0.098 0.013
H -1.962 1.590 0.311 -0.006 -0.109 -0.239
C 1.626 0.057 -0.888 0.082 -0.109 -0.152
C 1.189 -3.020 0.242 0.078 -0.244 0.084
H -0.899 -2.555 0.365 0.207 0.079 -0.180
C 0.921 -4.518 0.441 -0.254 0.129 -0.042
H 2.058 -2.880 -0.421 -0.216 -0.008 -0.017
H 1.454 -2.553 1.202 -0.083 0.098 -0.155
C 0.370 -5.204 -0.817 0.172 0.006 -0.044
H 1.845 -5.013 0.762 -0.142 0.025 -0.013
H 0.195 -4.624 1.260 0.094 0.005 -0.112
C -0.785 -4.451 -1.487 -0.113 0.034 0.123
H 1.184 -5.315 -1.544 0.001 0.015 0.007
H 0.039 -6.217 -0.558 0.055 0.063 -0.089
C -0.488 -2.959 -1.682 -0.046 -0.357 -0.120
H -1.020 -4.909 -2.454 0.003 -0.019 0.105
H -1.686 -4.535 -0.863 0.116 0.017 -0.053
H 0.292 -2.827 -2.448 -0.053 -0.028 0.181
H -1.392 -2.465 -2.067 0.159 -0.108 0.096
C 1.690 1.596 -0.861 -0.097 0.253 -0.129
H 2.337 -0.317 -0.134 -0.313 0.039 0.118
C 3.103 2.084 -1.201 0.055 -0.112 0.170
H 0.965 2.042 -1.558 0.244 -0.245 -0.090
H 1.391 1.997 0.124 0.180 -0.371 -0.184
C 3.716 1.417 -2.444 -0.116 0.119 -0.071
H 3.071 3.172 -1.335 0.123 -0.164 0.030
H 3.746 1.887 -0.331 -0.067 0.003 -0.121
C 3.562 -0.107 -2.478 -0.047 0.087 0.188
H 3.248 1.840 -3.343 -0.018 -0.043 0.045
H 4.779 1.673 -2.498 -0.089 0.038 -0.046
C 2.115 -0.544 -2.227 -0.036 0.078 -0.166
H 3.914 -0.500 -3.441 -0.045 0.072 0.134
H 4.200 -0.553 -1.703 -0.063 0.035 -0.046
H 1.483 -0.231 -3.071 0.176 0.033 0.207
H 2.076 -1.643 -2.207 -0.051 0.322 0.114
C 0.186 4.533 1.238 0.926 -1.341 0.451
C 1.129 -0.273 2.246 6.584 0.970 0.425
H -0.228 3.744 0.585 -0.146 0.123 -0.364
C 1.293 0.288 3.625 -0.476 0.445 0.696
H 1.850 0.311 1.620 -0.063 -0.204 0.272
C 0.688 1.678 4.175 -0.496 0.261 -0.077
H 0.866 -0.492 4.272 0.144 0.409 0.648
H 2.373 0.392 3.843 -0.328 -0.427 -0.083
C 1.196 3.090 3.621 0.023 -0.230 0.006
H -0.416 1.664 4.170 0.566 0.017 -0.327
H 0.891 1.674 5.271 0.216 0.056 -0.583
C 0.161 3.872 2.586 -1.023 -2.642 0.447
H 1.342 3.760 4.498 -0.249 -0.321 -0.685
H 2.197 2.962 3.198 -0.159 0.066 -0.313
H -0.697 3.097 2.681 0.964 1.203 -0.695
H -0.128 4.736 3.101 -0.457 1.307 1.584
F -2.693 -0.524 3.976 -0.824 0.793 -0.631
B -3.100 0.865 3.547 -0.329 -0.725 -0.166
F -4.541 0.892 3.676 1.083 0.093 0.278
F -2.472 1.783 4.351 -0.465 -0.136 -0.182
F -2.764 0.964 2.190 -0.312 0.242 0.691
```
Forces are in eV/Å.

Results of the Mulliken charge analysis, in e, for atoms 1 through 5: 0.40 0.30 -0.46 0.84 -1.01

***

Entry 3:
ORCA calculation (wB97M-V/def2-TZVPD) on a molecular structure, C25H45BiClNO2P in a non-equilibrium geometry.

Results
**Net charge**: -1
**E**: -2200.7814 Eh
**Spin multiplicity**: 1
**Frontier orbital gap (spin up / spin down)**: 0.10096 / 0.09948 hartree

XYZ file:
```
76
Properties=species:S:1:pos:R:3:forces:R:3
Bi 0.345 2.269 5.027 -0.504 0.384 0.999
Cl 1.652 1.172 3.173 0.878 -0.536 -1.060
P -0.206 0.118 -0.361 -0.302 0.503 1.191
C -0.930 -0.646 1.168 0.968 5.078 -0.589
H -0.247 -0.286 1.964 -0.283 0.197 -0.304
H -1.848 -0.063 1.355 0.223 0.031 -0.152
C 1.636 0.222 -0.225 -0.410 0.074 0.057
C -0.955 1.812 -0.176 0.332 -0.555 -0.239
C 2.392 0.650 -1.495 0.058 -0.017 -0.166
H 1.750 1.013 0.541 -0.062 -0.197 -0.075
C 3.863 0.958 -1.145 -0.165 0.198 0.143
H 2.362 -0.162 -2.242 0.007 0.170 0.218
H 1.932 1.530 -1.970 0.166 -0.231 0.147
C 4.558 -0.166 -0.360 -0.094 -0.230 -0.166
H 4.412 1.163 -2.074 -0.041 -0.009 0.167
H 3.888 1.887 -0.553 -0.040 -0.222 -0.084
C 3.698 -0.732 0.785 0.055 0.181 0.252
H 4.816 -0.981 -1.057 -0.119 0.102 0.082
H 5.511 0.202 0.041 -0.175 -0.050 -0.076
C 2.273 -1.058 0.337 0.191 0.073 -0.104
H 4.172 -1.633 1.192 -0.014 0.100 -0.053
H 3.657 0.000 1.605 -0.108 -0.167 -0.145
H 2.315 -1.824 -0.456 -0.014 0.146 0.124
H 1.631 -1.540 1.149 0.767 0.745 -0.500
C -0.716 -0.830 -1.842 -0.236 0.167 0.207
C -2.482 1.854 -0.389 0.123 -0.029 -0.225
H -0.806 2.014 0.908 0.029 -0.224 0.134
C -2.985 3.191 0.154 -0.177 0.160 0.322
H -2.729 1.745 -1.459 0.064 0.009 0.104
H -2.999 1.041 0.148 0.233 0.232 -0.158
C -2.320 4.404 -0.486 0.083 -0.076 -0.323
H -4.071 3.257 0.036 0.004 -0.043 0.014
H -2.742 3.196 1.228 -0.167 -0.024 -0.157
C -0.795 4.293 -0.436 0.252 -0.010 0.370
H -2.660 4.526 -1.524 0.067 -0.099 -0.060
H -2.632 5.318 0.036 0.065 -0.183 -0.013
C -0.246 2.937 -0.923 -0.111 0.310 -0.294
H -0.335 5.098 -1.018 0.001 -0.018 0.033
H -0.480 4.420 0.611 -0.051 -0.049 -0.185
H -0.403 2.839 -2.012 0.045 0.022 0.160
H 0.841 2.910 -0.744 -0.363 0.021 0.007
C 0.084 -2.133 -2.023 -0.004 -0.012 -0.062
H -1.767 -1.106 -1.623 0.243 0.094 -0.089
C -0.545 -2.954 -3.152 -0.114 0.061 -0.009
H 1.127 -1.898 -2.289 -0.311 -0.026 0.115
H 0.105 -2.720 -1.091 0.028 0.244 -0.349
C -0.621 -2.173 -4.471 0.201 0.061 0.096
H 0.034 -3.870 -3.296 -0.078 0.013 -0.030
H -1.554 -3.258 -2.843 0.074 0.020 -0.035
C -1.241 -0.779 -4.321 -0.118 0.111 0.244
H 0.398 -2.063 -4.871 -0.106 -0.028 0.050
H -1.193 -2.749 -5.208 0.125 0.069 0.043
C -0.690 0.018 -3.122 0.071 0.062 -0.295
H -1.074 -0.198 -5.233 -0.066 -0.077 0.027
H -2.330 -0.867 -4.204 0.110 -0.050 0.022
H 0.348 0.326 -3.337 -0.306 -0.091 0.100
H -1.280 0.943 -2.995 0.261 -0.384 -0.021
C 0.516 -2.754 1.600 -4.711 -0.576 -1.255
C -1.154 -2.011 1.279 2.947 -5.689 0.557
H 0.735 -3.525 0.827 0.186 0.537 0.538
C -2.036 -2.330 2.478 0.151 -0.256 0.081
H -1.463 -2.519 0.356 -0.268 0.096 0.235
C -1.444 -1.746 3.763 0.030 0.162 0.586
H -3.050 -1.921 2.324 0.254 -0.123 -0.055
H -2.125 -3.413 2.589 -0.107 -0.048 -0.174
C 0.078 -1.945 3.898 0.354 -0.187 0.018
H -1.662 -0.669 3.829 0.060 -0.253 0.048
H -1.923 -2.225 4.631 -0.101 0.147 -0.283
C 0.632 -3.102 3.018 0.480 0.578 1.007
H 0.593 -1.010 3.624 -0.066 -0.406 0.149
H 0.346 -2.123 4.951 -0.146 0.062 -0.343
H 1.697 -3.252 3.250 -0.124 -0.105 0.151
H 0.122 -4.051 3.272 0.073 0.130 -0.206
O -1.561 1.655 3.689 0.546 -0.095 0.584
N -1.489 2.682 2.867 -1.355 -0.221 -1.792
O -0.732 3.622 3.323 0.614 0.240 0.746
```
Forces are in eV/Å.

Results of the Mulliken charge analysis, in e, for atoms 1 through 5: 0.20 -0.55 0.04 -0.76 -0.84